The following is a quantum chemistry calculation of a single C20H22BNO5 molecule, from OMol25.

```
49
Properties=species:S:1:pos:R:3:forces:R:3
O 0.319 3.007 0.780 -1.1 1.7 -1.1
O 2.184 3.235 -3.368 0.0 0.6 1.4
O 1.956 4.116 -1.105 -0.3 -0.6 -1.1
O 0.218 -2.722 -1.013 0.6 1.4 -0.2
O 1.133 3.717 3.352 -0.2 0.8 -1.1
B 1.806 3.102 -2.030 0.5 -0.2 0.0
C 0.957 1.996 0.929 1.6 -2.0 -0.2
C 1.272 -1.818 -1.293 -1.6 1.2 -1.2
C 0.834 -0.720 -2.032 1.1 -1.9 1.2
C -0.557 -2.473 2.477 -0.2 0.0 -0.3
C -2.861 -0.623 -2.793 -0.5 -0.8 0.3
C 0.793 -2.281 2.494 1.4 0.1 0.0
C -1.402 -1.380 2.465 1.1 0.5 0.5
C -1.566 -0.183 -2.833 0.2 -0.3 0.3
C -3.206 -1.782 -2.043 1.0 0.8 -0.4
C 1.339 -1.005 2.531 -0.4 -0.1 0.0
C -0.864 -0.098 2.472 0.3 -0.4 -0.3
C -0.917 -2.119 -1.528 0.1 0.5 -0.3
C -0.575 -0.928 -2.178 -0.6 -0.1 0.0
C -2.256 -2.561 -1.420 1.3 0.4 0.0
C 0.524 0.114 2.502 -0.9 -0.8 -0.3
N 1.582 1.364 -0.152 -0.7 0.4 1.7
C -2.544 -3.794 -0.654 0.0 -0.1 0.5
C 0.445 2.487 3.368 -0.2 -0.1 -0.6
C 1.599 0.509 -2.457 -0.2 -0.3 -0.1
C 1.084 1.485 2.378 0.0 0.1 0.1
C 1.210 1.677 -1.530 0.4 1.2 -0.9
H 2.542 4.134 -3.477 -0.2 -0.3 -0.2
H 1.374 3.861 -0.364 0.1 0.3 0.2
H 0.968 4.145 2.465 0.1 -0.8 1.4
H 2.270 -2.011 -0.926 -0.2 -0.5 0.1
H -0.926 -3.472 2.404 -0.4 -0.5 0.1
H -3.623 -0.120 -3.378 0.0 0.1 0.3
H 1.492 -3.113 2.473 -0.2 -0.1 0.0
H -2.439 -1.536 2.574 -1.1 0.0 -0.3
H -1.310 0.727 -3.329 0.1 0.4 -0.4
H -4.223 -2.049 -1.910 -0.9 -0.3 -0.2
H 2.400 -0.882 2.573 0.6 0.1 0.0
H -1.527 0.736 2.378 -0.3 0.4 0.1
H 2.105 0.501 -0.039 -0.4 0.2 0.4
H -1.689 -4.446 -0.714 0.4 -0.3 0.2
H -2.743 -3.585 0.404 0.0 0.0 -0.1
H -3.374 -4.340 -1.061 -0.6 -0.2 -0.2
H -0.608 2.590 3.083 0.1 0.2 0.1
H 0.458 2.126 4.405 0.3 -0.2 -0.4
H 2.694 0.353 -2.419 -0.4 0.0 0.1
H 1.392 0.758 -3.524 0.0 0.0 0.8
H 2.128 1.456 2.615 0.8 -0.1 0.1
H 0.131 1.846 -1.551 -0.3 -0.3 0.0
```
Forces are in eV/Å.

Energy relative to the best compared isomer or geometry (same formula, charge and spin) ... 0.0 kcal per mole
Highest occupied orbital energy ... -8.44 eV
Energy ... -1231.25964 a.u.